The following is a quantum chemistry calculation of one molecule with the formula C5H6O3 at a distorted geometry, from the OMol25 dataset.

Geometry as XYZ:
```
14
Properties=species:S:1:pos:R:3:mulliken_charge:R:1
O 2.3951 -0.4943 -0.1859 -0.5789
C 1.2306 -0.2527 0.0295 0.5215
C 0.7823 1.1816 0.0487 -0.3235
O -0.5367 1.4866 0.1354 -0.4472
C -1.0732 0.3270 -0.4452 0.0105
C -2.2722 -0.4385 -0.1690 -0.5729
C -0.9433 -0.7619 0.4633 -0.0496
O 0.3584 -1.2696 0.0766 -0.3734
H 1.1426 1.4143 1.0603 0.3268
H 1.6404 1.7894 -0.5224 0.2635
H -0.5739 0.1281 -1.3639 0.3997
H -3.0069 -0.1879 0.6076 0.2404
H -2.5892 -0.9043 -1.0164 0.2877
H -0.6927 -0.3530 1.4615 0.2953
```

The calculation puts the highest occupied orbital energy at -9.6 eV. The value obtained for the HOMO-LUMO gap is 10.451 eV. The SMILES is O=C1CO[C@@H]2C[C@H]2O1. The value obtained for the energy above the lowest of the compared OMol25 structures with the same formula, charge and spin is 103.0 kcal/mol. The LUMO energy is 0.8 eV.

***

The following is a quantum chemistry calculation of C5H6O4Pd as an isolated structure at a distorted geometry, from the OMol25 dataset.

Geometry as XYZ:
```
16
Properties=species:S:1:pos:R:3:mulliken_charge:R:1
O 1.2653 1.1419 0.0894 -0.4795
C 1.6486 2.1835 -0.5564 -0.0248
C 1.0819 3.4791 -0.4299 0.1716
O 0.0790 3.7391 0.3059 -0.7025
Pd -0.3795 2.2201 1.2838 0.4774
H 2.5518 2.0754 -1.1659 0.4079
H 1.6313 4.3047 -0.9020 0.3978
C -3.4432 -0.1998 -0.9517 -0.6826
C -2.4972 -0.2097 -0.0199 0.1166
O -1.2931 0.4288 -0.2649 -0.2394
C -0.3704 0.5381 0.7124 0.7208
O -0.1904 -0.6249 1.3433 -0.3535
H -3.2939 0.2886 -1.9154 0.2667
H -2.6335 -0.6288 0.9765 0.3108
H -4.3115 -0.8460 -0.8277 0.2655
H 0.1301 -0.4888 2.2410 0.3473
```

The calculation puts the highest occupied orbital energy (alpha / beta) at -12.8 / -13.4 eV. The spin multiplicity is 4. The value obtained for the HOMO-LUMO gap (alpha / beta) is 8.857 / 6.810 eV. Its net charge is +1. The value obtained for the energy above the lowest of the compared OMol25 structures with the same formula, charge and spin is 18.2 kcal/mol. The LUMO energy (alpha / beta) is -4.0 / -6.6 eV.

***

The following is a quantum chemistry calculation of C5H6O4Rh as an isolated structure at a distorted geometry, from the OMol25 dataset.

Geometry as XYZ:
```
16
Properties=species:S:1:pos:R:3:mulliken_charge:R:1
O 2.0576 0.7032 -0.7808 -0.4662
C 1.4112 -0.0818 -0.0447 1.2396
O 1.9489 -0.7120 0.8999 -0.3514
O 0.1039 -0.2290 -0.2878 0.0107
C -0.7020 -0.8099 0.7218 -0.7161
C -2.1639 -0.8155 0.2740 0.0266
Rh 3.6533 0.1884 0.3279 0.3043
H -0.5851 -0.2656 1.6672 0.4608
H -0.4190 -1.8583 0.8822 0.4503
H -2.7404 -1.3523 1.0455 0.5630
H -2.3792 -2.1305 -1.4467 0.4274
C -2.5835 0.7030 -0.0549 0.4002
C -2.5421 -1.0774 -1.1824 -1.1953
O -2.8765 1.7789 -0.0143 0.0112
H -3.5654 -1.4091 -0.5715 0.4032
H -1.8790 -0.6283 -1.9324 0.4316
```

The calculation puts the highest occupied orbital energy (alpha / beta) at -15.9 / -19.4 eV. The spin multiplicity is 6. The value obtained for the HOMO-LUMO gap (alpha / beta) is 7.166 / 6.437 eV. Its net charge is +2. The value obtained for the energy above the lowest of the compared OMol25 structures with the same formula, charge and spin is 63.3 kcal/mol. The LUMO energy (alpha / beta) is -8.7 / -12.9 eV.

***

The following is a quantum chemistry calculation of one molecule with the formula C5H6OS2 at a distorted geometry, from the OMol25 dataset.

Geometry as XYZ:
```
14
Properties=species:S:1:pos:R:3:mulliken_charge:R:1
C -2.9088 1.4646 0.0091 -1.2004
C -1.8158 0.4095 -0.1157 0.4492
C -2.4329 -0.9720 -0.0208 -0.1053
O -3.6644 -1.0737 0.0017 -0.5020
C -0.4794 0.6191 0.0206 -0.1147
S 0.7728 -0.5457 0.0220 0.0106
C 2.1965 0.4532 0.0341 -0.1547
S 3.7092 -0.0580 -0.0209 -0.2012
H -3.3633 1.4890 1.0179 0.3002
H -2.6136 2.4918 -0.2866 0.3614
H -3.7991 1.1186 -0.5400 0.3252
H -1.8064 -1.8818 0.1256 0.3278
H -0.1656 1.6788 0.0476 0.2776
H 1.9938 1.5075 0.0406 0.2263
```

The calculation puts the highest occupied orbital energy at -9.0 eV. The value obtained for the HOMO-LUMO gap is 8.254 eV. The SMILES is C/C(C=O)=C/SC=S. The value obtained for the energy above the lowest of the compared OMol25 structures with the same formula, charge and spin is 34.8 kcal/mol. The LUMO energy is -0.7 eV.